# 1
DFT (wB97M-V/def2-TZVPD) results for one molecule with the formula C7H16NOPS2.

Cartesian coordinates (Å):
S -0.04 2.71 -0.01
S -0.19 -0.61 -1.14
P 0.88 1.02 -0.20
O 2.20 1.14 -1.11
N 1.54 0.39 1.21
C 3.07 0.02 -1.20
C 3.58 -0.40 0.17
C -1.71 0.25 -1.66
C -2.36 -0.42 1.54
C -3.12 0.37 0.48
C -2.97 -0.19 -0.93
C 2.41 -0.77 1.07
H 2.77 -1.05 2.07
H 4.11 0.45 0.62
H -1.79 0.04 -2.73
H 2.54 -0.82 -1.68
H 4.26 -1.24 0.07
H -3.00 -1.29 -0.91
H -2.54 0.00 2.52
H 3.89 0.34 -1.85
H 1.87 -1.63 0.64
H -4.18 0.36 0.74
H -3.81 0.15 -1.54
H -2.68 -1.46 1.55
H -1.29 -0.40 1.35
H -1.53 1.32 -1.52
H -2.78 1.41 0.50
H 0.87 0.33 1.97

Properties
Highest occupied orbital energy ... -8.94 eV
Energy above the lowest of the compared OMol25 structures with the same formula, charge and spin ... 3.3 kcal per mole
Spin multiplicity ... 1
HOMO-LUMO gap ... 9.56 eV


# 2
DFT (wB97M-V/def2-TZVPD) results for a 2-piece molecular cluster, C6H15NS overall at a distorted geometry.

Cartesian coordinates (Å):
S -0.58 1.80 0.81
N -0.49 0.18 0.77
C 2.57 -0.48 1.14
C -1.39 -0.51 -0.10
C 1.78 -0.24 -0.18
C -2.77 -0.61 0.52
C 1.86 1.00 -0.91
C -1.54 0.25 -1.37
H 1.35 -1.20 -0.54
H 3.46 -1.10 1.05
H -1.05 -1.48 -0.28
H -0.05 1.78 2.18
H 1.30 0.89 -1.79
H 1.95 -1.12 1.91
H -3.12 0.46 0.60
H -2.46 -0.13 -1.92
H 2.95 1.21 -1.18
H -3.55 -1.25 -0.10
H 2.71 0.51 1.60
H -1.76 1.35 -1.28
H -0.56 0.17 -2.08
H 1.30 1.86 -0.42
H -2.46 -0.98 1.45

Properties
Highest occupied orbital energy (spin up / spin down) ... -7.23 / -7.65 eV
Energy above the lowest of the compared OMol25 structures with the same formula, charge and spin ... 110.7 kcal per mole
Spin multiplicity ... 1
HOMO-LUMO gap (spin up / spin down) ... 7.38 / 8.36 eV


# 3
DFT (wB97M-V/def2-TZVPD) results for C23H42N2NiO3P2 as an isolated structure at a distorted geometry.

Cartesian coordinates (Å):
Ni -1.12 -1.17 -3.67
P -0.11 2.57 -1.08
P 0.17 -2.28 -2.23
O 1.86 3.24 3.67
O -1.60 1.30 1.19
O 2.44 1.53 -0.14
N 1.98 1.53 2.08
N 0.34 2.38 0.55
C -0.99 1.42 -5.53
C 1.64 1.80 0.72
C 0.52 1.89 -2.82
C -1.02 3.27 3.60
C -0.73 -1.40 -5.36
C -0.25 0.76 5.22
C -1.79 3.09 -1.11
C 1.29 2.41 2.99
C -0.99 -3.58 -2.54
C -0.04 -1.86 -0.48
C -1.90 0.65 -6.38
C 0.67 0.60 -3.60
C -0.46 0.70 3.74
C 1.80 -2.91 -2.28
C 1.57 -0.80 -6.32
C 1.19 0.64 -6.66
C -1.41 -0.79 -6.61
C 0.43 1.30 -5.47
C 0.95 3.99 -1.42
C -2.49 2.98 3.78
C 0.67 -1.46 -5.34
C -0.60 1.88 1.54
C -0.24 2.07 2.99
H 1.02 2.25 -5.30
H 0.89 -1.44 -0.05
H 0.70 0.67 -7.65
H -0.39 0.21 -3.95
H -0.95 -1.29 -0.27
H 1.55 2.23 -2.84
H -0.83 4.08 2.88
H -0.92 -4.34 -1.72
H -0.81 -0.86 -7.53
H 2.57 -2.21 -1.85
H 0.04 2.59 -3.52
H 2.15 1.18 -6.82
H -1.84 4.18 -1.35
H 1.75 -1.31 -7.28
H -3.00 3.93 3.91
H -2.95 2.44 2.93
H 2.57 -0.75 -5.86
H -0.22 -2.80 0.06
H 3.02 1.54 2.18
H -2.30 -1.40 -6.83
H -1.38 -2.17 -4.87
H 1.65 0.06 -3.97
H 1.17 -2.28 -4.83
H -2.85 0.55 -5.86
H -0.51 3.50 4.56
H 0.25 -0.03 3.33
H -1.46 0.36 3.49
H -2.29 2.93 -0.15
H -2.04 -3.22 -2.67
H 1.82 -3.91 -1.77
H 1.99 3.61 -1.39
H 0.71 4.34 -2.45
H -0.06 -0.26 5.56
H -0.66 -4.04 -3.50
H -1.13 1.11 5.77
H -2.61 2.43 4.71
H -2.16 1.03 -7.40
H 0.62 1.36 5.52
H -2.44 2.64 -1.89
H -1.41 2.24 -4.97
H 0.74 4.76 -0.68
H 2.06 -3.12 -3.34

Properties
Highest occupied orbital energy (spin up / spin down) ... -4.60 / -6.05 eV
Expectation value of S² ... 2.0217
Energy above the lowest of the compared OMol25 structures with the same formula, charge and spin ... 224.6 kcal per mole
Spin multiplicity ... 3
HOMO-LUMO gap (spin up / spin down) ... 5.11 / 6.36 eV


# 4
DFT (wB97M-V/def2-TZVPD) results for C9H19IMnNOPt as an isolated structure at a distorted geometry.

Cartesian coordinates (Å):
Pt -0.30 3.12 1.09
I -2.75 3.03 2.55
Mn -3.09 2.52 5.40
O -0.16 0.66 1.73
N -0.03 0.47 0.34
C 2.20 1.55 0.14
C 2.14 -0.85 0.51
C -1.06 -1.86 0.40
C 0.45 -0.89 -2.21
C 1.46 0.15 -1.72
C -1.09 -0.48 -0.18
C -2.58 0.02 0.15
C 1.35 0.31 -0.15
C -1.04 -0.60 -1.76
H 0.57 -1.02 -3.29
H 1.92 -1.84 0.09
H -1.71 -1.40 -2.06
H 2.46 -0.18 -1.98
H -3.32 -0.46 -0.48
H 1.88 -0.85 1.57
H -1.13 -1.92 1.49
H -0.12 -2.34 0.11
H -2.96 -0.30 1.12
H 1.18 1.09 -2.21
H -1.98 -2.33 0.05
H 2.04 2.36 -0.57
H 0.83 -1.85 -1.85
H 3.21 -0.71 0.38
H 2.17 1.95 1.15
H 0.30 -0.11 2.07
H 3.28 1.43 0.11
H -1.50 0.23 -2.29
H -2.63 1.09 0.32

Properties
Highest occupied orbital energy (spin up / spin down) ... -19.05 / -18.92 eV
Expectation value of S² ... 15.7696
Energy above the lowest of the compared OMol25 structures with the same formula, charge and spin ... 32.1 kcal per mole
Net charge ... +3
Spin multiplicity ... 8
HOMO-LUMO gap (spin up / spin down) ... 5.82 / 3.64 eV


# 5
DFT (wB97M-V/def2-TZVPD) results for C3HGaO2 as an isolated structure at a distorted geometry.

Cartesian coordinates (Å):
Ga -0.98 -1.96 1.41
O -0.02 -0.76 0.86
O 0.69 -0.17 -1.19
C 0.22 0.06 0.01
C -0.13 1.46 -0.22
C 0.18 1.74 -1.43
H 0.53 2.30 -2.29

Properties
Highest occupied orbital energy (spin up / spin down) ... -27.17 / -28.96 eV
Expectation value of S² ... 0.7972
Energy above the lowest of the compared OMol25 structures with the same formula, charge and spin ... 34.8 kcal per mole
Net charge ... +3
Spin multiplicity ... 2
HOMO-LUMO gap (spin up / spin down) ... 6.51 / 8.27 eV


# 6
DFT (wB97M-V/def2-TZVPD) results for a 6-piece molecular cluster, C60H108BBr2ClFIN2O3S overall at a distorted geometry.

Cartesian coordinates (Å):
I -6.27 -4.22 -2.79
Br 3.57 -4.58 0.56
Br 0.94 -4.01 -3.60
Cl -2.31 -7.39 -0.68
S -1.68 -0.20 1.38
F -7.29 0.26 -1.22
O 0.92 1.94 1.10
O 6.01 -1.02 -4.96
O -5.12 1.83 0.35
N -0.83 -3.10 -0.29
N 7.50 -0.52 -2.98
C -3.36 -3.49 -1.30
C 15.59 3.94 -8.60
C 1.81 -3.69 -1.82
C -7.22 1.68 6.75
C 16.48 6.28 -11.43
C -5.56 -1.65 -0.68
C -7.81 1.02 -5.13
C 12.76 1.93 -4.28
C -7.97 -1.50 0.61
C -0.60 -4.15 0.76
C 14.92 2.59 -8.76
C 2.58 0.36 -0.43
C 14.73 5.11 -9.10
C -6.32 1.27 -4.90
C -2.88 -1.28 0.35
C -4.96 -3.00 -1.46
C -4.47 -0.81 0.23
C -8.57 -0.17 1.35
C 2.80 -1.10 -1.19
C -6.31 -0.12 11.33
C -6.31 -1.23 14.27
C 2.61 -4.80 -1.23
C -8.01 2.18 -7.39
C 2.76 -6.25 -2.01
C 12.93 4.10 -5.59
C -5.38 0.23 -5.51
C 10.15 1.60 -2.57
C -0.02 -0.51 0.48
C 14.39 5.08 -10.59
C -3.41 -4.65 3.76
C -4.24 1.69 3.56
C 4.82 -0.14 -2.79
C -8.25 0.91 -6.59
C -5.42 1.10 11.44
C 1.17 0.65 0.41
C 0.17 -1.96 -0.25
C -5.57 -1.16 -4.93
C 6.13 -0.62 -3.69
C 15.59 5.05 -11.54
C -1.43 -3.96 2.15
C -2.26 -2.63 -0.38
C -7.51 -0.09 12.28
C 1.60 -2.21 -1.07
C -8.54 2.60 8.78
C -4.98 2.63 7.50
C -2.88 -4.79 2.18
C -4.87 0.40 2.74
C -2.77 -4.84 -2.09
C -7.17 -0.07 13.78
C 4.13 -1.47 -2.07
C -9.37 1.36 9.01
C -7.15 -1.18 -0.80
C 11.39 1.49 -4.79
C -6.98 -2.59 14.12
C -3.94 -7.07 -2.95
C -8.11 2.79 7.32
C 10.19 2.05 -4.02
C -5.91 1.43 7.50
C -3.44 -6.24 -1.59
C 13.00 3.44 -4.23
B -4.85 0.58 1.10
H 16.93 6.36 -10.44
H -8.37 1.84 -4.65
H -6.57 -1.55 -5.14
H 13.75 4.22 -10.80
H -1.60 -4.92 -2.03
H -5.41 -1.16 -3.85
H -7.93 -2.61 14.66
H -6.12 1.12 8.54
H -7.76 0.53 1.84
H 15.56 1.80 -8.35
H 0.56 -4.10 1.05
H -7.74 -1.79 -1.63
H -4.92 -7.65 -2.63
H -6.69 -0.19 10.30
H -2.78 -5.90 1.85
H 15.21 4.99 -12.57
H -7.18 -2.82 13.07
H -3.02 -4.64 -3.24
H -1.57 -2.86 2.51
H 5.24 0.54 -1.92
H -4.45 -5.17 3.92
H 16.18 4.15 -11.38
H -3.16 -7.93 -3.25
H -6.05 2.26 -5.30
H -8.12 0.79 12.06
H -7.79 0.74 6.71
H 3.45 1.17 -0.54
H -6.34 -3.38 14.52
H 11.02 1.95 -2.01
H -8.54 3.03 -6.94
H 13.78 5.97 -10.82
H 15.91 7.19 -11.63
H -8.11 -0.05 14.35
H 11.94 4.00 -6.05
H -3.68 -4.17 1.54
H 9.27 1.71 -4.51
H 8.25 -0.31 -3.69
H 10.18 3.14 -4.06
H 3.02 -6.06 -3.14
H -4.25 -0.56 3.08
H -3.54 -3.50 4.02
H 4.95 -1.91 -1.35
H -8.92 -2.19 0.35
H 13.79 5.12 -8.53
H -5.42 3.49 8.01
H 7.43 0.27 -2.28
H 3.55 -6.96 -1.51
H 17.29 6.22 -12.16
H -8.11 0.11 -4.60
H -5.72 -1.03 11.50
H -7.66 2.58 9.43
H 16.56 3.93 -9.12
H -9.01 2.86 6.69
H -9.12 3.48 9.08
H -5.39 0.59 7.03
H -4.97 1.19 12.44
H 12.28 3.92 -3.55
H 3.96 -2.27 -2.92
H -9.22 0.51 0.64
H -5.18 2.34 3.89
H -6.65 0.87 14.02
H -4.05 2.38 8.03
H -3.46 2.28 2.91
H 14.72 2.35 -9.81
H 15.25 6.05 -8.86
H -5.50 0.19 -6.60
H -5.99 2.02 11.24
H -6.98 1.93 5.70
H 13.97 2.56 -8.22
H -4.61 1.04 10.72
H 1.73 -6.84 -2.00
H -6.09 -1.08 15.33
H -4.81 1.64 -0.60
H -4.85 -1.86 -5.38
H 15.81 4.10 -7.54
H -10.28 1.38 8.39
H -6.95 2.43 -7.45
H -0.76 -5.21 0.29
H -8.82 0.44 8.77
H 9.26 1.99 -2.07
H -0.78 -4.49 3.00
H -4.20 -6.37 -3.85
H -3.70 1.23 4.50
H -9.32 0.68 -6.61
H -7.74 0.07 -7.08
H -5.97 0.26 3.16
H 4.01 0.43 -3.43
H 1.65 1.98 1.80
H 12.93 1.51 -3.28
H -4.41 -6.00 -0.97
H -9.68 1.30 10.05
H -7.60 3.75 7.22
H -4.34 0.54 -5.33
H -8.15 -0.96 12.07
H 11.34 0.39 -4.77
H 13.67 3.67 -6.28
H -8.38 2.06 -8.41
H 13.53 1.47 -4.92
H -7.31 -2.19 1.33
H -2.61 -5.07 4.53
H -4.72 2.93 6.48
H -6.13 1.33 -3.82
H 11.29 1.78 -5.85
H -5.34 -1.24 13.76
H 13.15 5.17 -5.50
H 13.99 3.62 -3.80
H 10.12 0.50 -2.50
H -9.24 -0.56 2.26

Properties
Highest occupied orbital energy ... -7.98 eV
Energy above the lowest of the compared OMol25 structures with the same formula, charge and spin ... 599.5 kcal per mole
Spin multiplicity ... 1
HOMO-LUMO gap ... 7.53 eV